148
Properties=species:S:1:pos:R:3:forces:R:3 method="wB97M-V/def2-TZVPD" fmax_ha_per_bohr=0.036 lumo_ev=-0.707 homo_energy_ev=-9.292 charge=0 spin_multiplicity=1 smiles="C#CCCCC1=C(CCCCCCCCCCCCCCC)C(=O)C(O)=C(CCC(F)(F)F)C1=O.O=[N+]([O-])c1ccccc1.O=[N+]([O-])c1ccccc1.O=[N+]([O-])c1ccccc1.O=[N+]([O-])c1ccccc1.O=[N+]([O-])c1ccccc1"
C -0.940665 12.914953 -7.260318 0.000 0.137 -0.155
C -3.210298 1.763256 6.007033 -0.524 0.036 0.363
N 1.229215 6.231434 -3.182200 0.067 -0.032 0.005
H -0.736570 -5.800006 5.051646 0.108 -0.047 0.046
H -0.062297 -1.739638 8.104196 -0.031 0.147 -0.008
H 0.087603 2.704292 -0.608216 0.040 0.181 -0.138
O -1.332853 0.844643 8.761873 0.096 -0.342 0.568
H 0.032403 12.197057 -3.589774 -0.007 -0.028 -0.003
C -0.388708 -1.421307 2.414436 -0.482 -0.395 0.314
H 0.757510 -3.624192 3.507845 -0.067 0.021 -0.024
H 0.069505 -5.120667 2.916909 0.300 -0.010 0.059
H -3.914690 7.072596 -4.155933 0.006 -0.008 -0.011
H 4.934958 -8.138621 2.523812 -0.119 0.078 0.029
C -3.035313 0.972764 7.068924 0.842 0.126 -0.338
H -0.569280 -4.474062 7.113708 -0.055 -0.049 -0.072
C -0.076142 -4.307810 -2.746243 -0.114 0.119 0.085
H -2.038695 -6.664746 -4.170284 0.003 0.002 0.005
C 0.202034 2.082722 -1.495961 0.572 -0.740 -0.410
H 0.203906 2.689804 -2.402972 -0.300 0.124 0.134
C 2.020650 2.907524 5.729268 0.937 0.042 0.233
C 0.253781 -4.226725 -10.428994 0.101 -0.061 0.087
H 1.068893 -4.758732 -6.690525 -0.124 0.076 0.026
C 0.548354 -0.220004 6.609347 -1.031 -0.809 0.506
F -5.401051 -0.806056 3.003233 -0.095 -0.467 -0.071
C -0.460710 -3.964820 6.152390 0.237 0.308 -0.360
H 1.331094 -3.191961 6.970628 0.262 0.170 -0.316
C -1.903475 7.484047 -4.776454 -0.126 -0.052 0.029
H -2.194828 -4.531596 -2.939656 0.015 0.036 -0.002
H 2.631684 -5.565632 -8.420631 -0.003 0.007 0.025
C 5.592693 -8.466592 0.510361 -0.084 0.062 -0.123
C -0.727695 1.618426 5.456447 -0.354 0.108 0.047
C -1.137203 -6.161273 -3.846254 -0.001 0.005 0.024
H 0.192360 7.721242 -5.153267 0.093 -0.069 0.077
H 1.309322 0.070435 7.330127 0.122 0.151 -0.141
O -2.264278 10.951618 -8.586159 -0.020 0.020 -0.068
C -0.557989 7.262452 -4.525270 0.020 0.129 -0.133
H 2.116648 -5.217247 -10.811798 -0.007 -0.003 0.003
H -2.370113 -1.667180 3.252611 -0.078 -0.306 -0.113
H -1.541782 -3.273145 -9.751707 -0.024 0.024 0.142
N 2.378105 -4.169498 -2.630386 0.077 0.067 0.034
C 1.426919 -4.868779 -10.054138 -0.011 0.002 0.007
C -0.569542 0.787401 6.494395 0.496 0.302 -0.214
N -1.238547 -3.470034 -7.097339 -0.037 0.013 0.030
C 0.167380 1.794486 4.247551 0.193 0.432 0.336
H 0.171196 -7.653475 -4.663966 0.024 -0.002 0.007
F -6.313331 1.114647 2.870774 -0.351 0.812 -0.275
C -1.979386 2.479079 5.489749 0.018 -1.235 0.325
H 2.299026 1.924631 -1.887972 0.180 -0.321 -0.116
C -0.087429 -1.587602 7.024396 0.136 0.043 -0.580
O -0.917738 -3.632691 -5.937504 -0.008 0.019 0.090
C 3.570278 -7.332406 1.072921 0.235 -0.117 -0.198
N 2.647719 -6.804500 2.083314 -0.050 0.061 0.061
H 6.495095 -8.981916 0.809099 -0.006 0.002 0.026
H 0.513313 -1.162888 2.979282 0.113 -0.123 -0.236
C -0.318872 -3.967415 -8.127837 0.217 -0.101 -0.238
H -4.388277 2.555239 4.451589 -0.127 0.204 0.200
C 1.718769 -5.063642 -8.710294 -0.078 0.039 -0.118
C 1.916545 0.936759 0.025755 0.788 -0.841 -0.997
H 2.492302 3.826530 5.372153 -0.174 0.088 0.080
H -1.169847 10.486351 -4.894354 -0.060 -0.020 -0.111
C 1.673414 2.031199 4.496398 0.027 0.068 0.094
H 0.832730 -2.810618 1.277574 -0.311 -0.409 -0.030
C -5.134351 0.579483 4.857579 -0.077 0.703 0.617
C -0.039908 -2.173949 1.113611 0.450 1.366 -0.129
H 1.160378 3.209437 6.326133 -0.111 -0.136 -0.079
H -4.511430 -0.256370 5.170200 0.133 0.051 -0.122
H -0.204272 2.673141 3.713505 -0.098 -0.114 0.009
H -0.843527 5.214973 -1.829891 0.135 0.027 -0.041
H 6.004666 -8.632045 -1.589117 -0.007 -0.006 0.005
C -2.484531 6.076974 -2.906001 -0.004 0.099 -0.126
C -1.431312 -3.655114 3.288832 0.281 0.420 0.283
C 3.804626 1.554489 7.203353 0.087 0.156 -0.480
H -1.761053 -3.954625 2.293408 0.011 -0.012 0.021
C 4.154458 -7.612540 -1.220169 0.122 -0.103 -0.022
H -1.092281 -1.870341 4.414755 -0.047 0.075 -0.110
C -0.241359 12.396547 -4.616525 0.011 0.106 -0.094
H 2.552437 -1.127686 -0.254870 -0.100 0.058 -0.122
H 0.602081 14.367625 -4.623092 0.006 -0.007 -0.005
O 1.643540 -6.247099 1.687816 0.019 -0.080 -0.089
C -5.252341 0.488135 3.356905 -0.192 -1.291 0.724
H 2.371260 -6.627422 -0.562834 -0.021 0.016 0.137
C -0.629180 -3.772740 -9.462133 -0.108 0.066 -0.162
H 1.310813 1.502410 0.734899 0.016 0.066 -0.008
H 2.244082 1.105448 4.568913 -0.238 -0.098 0.048
C -0.052235 -4.946927 5.045513 0.107 0.480 -0.032
H 0.997493 -2.549998 5.356665 -0.106 0.187 0.035
H -3.235114 5.617851 -2.277075 0.022 -0.017 0.011
C 3.027333 2.243137 6.598253 -0.568 -0.185 -0.256
H -2.189969 -4.010906 3.993559 -0.044 -0.085 -0.149
C -0.195269 6.451930 -3.462993 -0.313 0.068 -0.061
C 0.543207 -2.798626 6.317307 -0.252 -0.671 0.840
O 2.039733 6.793219 -3.890783 0.019 0.031 -0.037
C 1.154219 -4.868269 -3.042312 -0.270 -0.136 -0.091
C -1.383523 -2.124261 3.387389 0.261 0.151 0.001
H -0.145530 -3.373369 -2.209510 0.135 0.010 -0.006
C 0.104428 -6.716756 -4.127208 -0.093 0.089 0.032
N -1.992327 10.699170 -7.434369 -0.009 -0.076 -0.017
F -4.160895 0.903341 2.727685 0.534 0.612 -0.342
H 2.068784 2.537601 3.612478 -0.053 -0.086 -0.006
H -0.636988 1.383686 -1.534766 -0.086 0.180 0.016
C 0.842530 -4.610772 -7.736928 0.154 -0.085 0.143
O -2.007310 3.620968 5.124662 -0.109 0.519 -0.464
H -2.197223 8.121677 -5.602529 0.078 -0.275 0.267
C 1.805530 -0.569678 0.315511 -0.375 0.169 0.276
H -0.842428 -0.465628 2.130810 0.044 -0.031 0.034
H 2.971375 1.204320 0.145230 -0.140 0.177 0.352
H -0.309802 -0.279666 0.097819 -0.169 -0.163 -0.223
H 2.227732 -6.496652 -3.946249 0.055 0.124 0.045
O -4.033565 0.291627 7.707591 -0.102 0.387 0.201
C -0.917326 11.434011 -5.348623 0.001 -0.126 0.162
H -1.210631 13.113264 -8.287018 -0.066 -0.128 0.000
H 0.334565 -1.591531 -0.935946 -0.005 0.255 -0.087
O 2.255857 -3.128713 -2.019403 0.001 0.008 0.011
C 1.541316 1.278336 -1.447794 -1.168 0.861 1.110
H 4.580482 0.916115 7.551798 -0.066 0.092 0.320
C -1.260894 11.709170 -6.661263 0.158 0.230 0.205
H -5.271921 2.480785 5.967958 0.025 -0.110 0.133
H 0.963446 -5.306305 5.238552 -0.105 -0.201 0.030
H -1.443966 -3.556207 5.892838 0.016 -0.016 0.151
C -4.563202 1.944916 5.341673 0.745 -0.190 -0.703
C -2.864565 6.893791 -3.963588 0.054 -0.015 0.029
H -0.888903 -2.743277 0.737219 0.034 -0.137 0.117
C -0.267049 13.872720 -6.519839 0.016 -0.070 0.131
H 1.397788 0.360402 -2.017010 0.362 0.075 -0.188
H 2.066515 -0.737957 1.367977 -0.065 0.020 -0.039
C 0.382937 -1.124513 0.049594 0.422 -0.409 0.493
H 0.028065 -4.077029 -11.475756 -0.022 0.009 0.005
H -6.110136 0.432778 5.319968 -0.090 -0.183 -0.318
O -2.260351 -2.927827 -7.462859 -0.042 0.008 -0.026
C -1.226691 -4.961373 -3.154819 0.054 -0.158 -0.017
H -1.148939 -1.570152 6.738582 0.059 0.034 0.053
H -4.157622 -0.565771 7.292259 0.025 -0.210 0.054
C -1.608863 0.851411 7.597685 -0.274 0.060 -0.965
O 3.444398 -4.673976 -2.927289 0.020 -0.058 -0.001
C 5.314537 -8.271926 -0.837367 -0.019 -0.001 0.074
C 1.260908 -6.068393 -3.724971 0.094 -0.158 -0.098
C -1.141119 5.850342 -2.651342 -0.066 -0.119 0.168
O 1.511903 5.501192 -2.254789 0.042 -0.058 0.059
C 3.273405 -7.141431 -0.263218 -0.147 0.107 -0.210
H 0.978698 -0.384195 5.623090 0.230 0.331 0.043
H -0.014336 14.821765 -6.971967 -0.006 -0.008 -0.022
H 3.936874 -7.459088 -2.268002 0.002 0.045 0.006
O 2.942583 -6.946587 3.251857 0.014 -0.034 0.058
O -2.284317 9.661316 -6.866953 -0.033 0.231 -0.232
C 0.079965 13.615330 -5.199701 -0.009 -0.009 -0.014
C -0.074372 -4.320265 3.636197 -0.779 -0.316 0.045
C 4.717696 -7.993387 1.475944 0.146 -0.079 0.123
H 0.042485 0.938398 3.581960 -0.011 0.020 0.016